1) An isolated molecule of C4H7NO, computed with ωB97M-V/def2-TZVPD.

Structure (ORCA input):
```
! wB97M-V def2-TZVPD RIJCOSX def2/J DEFGRID3
* xyz 0 1
C 1.5008 -0.0142 -0.3989
N 0.0965 0.3629 -0.4247
C -0.7418 1.2713 0.3529
C -0.7086 -0.1713 0.6832
C -1.1771 -1.2376 -0.2439
O -0.6254 -2.3184 -0.2718
H 2.0938 0.6635 0.2161
H 1.8914 -0.0394 -1.4217
H 1.5787 -1.0406 -0.0059
H -0.3461 1.9439 1.1283
H -1.5486 1.7064 -0.2352
H -0.1747 -0.4560 1.5925
H -1.9076 -0.9094 -1.0014
*
```

As for the SMILES: CN1C[C@H]1C=O. As for the HOMO-LUMO gap: 10.297 eV.



2) An isolated molecule of C4H7NO, computed with ωB97M-V/def2-TZVPD.

Structure (ORCA input):
```
! wB97M-V def2-TZVPD RIJCOSX def2/J DEFGRID3
* xyz 0 1
C -1.7455 -0.6681 0.1140
C -0.5032 0.0790 -0.2772
O 0.0993 0.6781 0.7590
C 1.4316 1.0522 0.5282
C 2.1448 -0.1245 -0.1700
N 1.3895 -0.8933 -0.7651
H -2.5298 0.0227 0.4551
H -2.1488 -1.2284 -0.7356
H -1.5382 -1.3636 0.9336
H -0.5484 0.6751 -1.1972
H 0.5707 -1.4515 -0.9599
H 1.8738 1.3249 1.4864
H 1.5040 1.8973 -0.1713
*
```

As for the HOMO-LUMO gap (alpha / beta): 8.175 / 8.180 eV.



3) A cluster of 2 separate species, C4H7NO in total, computed with ωB97M-V/def2-TZVPD.

Structure (ORCA input):
```
! wB97M-V def2-TZVPD RIJCOSX def2/J DEFGRID3
* xyz 0 1
C -0.3693 0.9481 -0.9743
C 0.5764 1.5811 -0.1816
C 0.4601 1.1096 1.1159
N -0.4712 0.1202 1.0791
C -0.9807 -0.0613 -0.1766
H -0.4230 0.7751 -2.0375
H 1.1790 2.4448 -0.4187
H 1.0706 1.3107 1.9767
H -0.7987 -0.3822 1.8822
H -1.8695 -0.5497 -0.5369
O 0.3137 -2.7619 -0.6861
H 0.0679 -1.9869 -0.1592
H 1.2447 -2.5476 -0.8830
*
```

As for the SMILES: c1cc[nH]c1.O. As for the HOMO-LUMO gap: 9.395 eV.



3) ends up most stable, edging out the next structure by 180.0 kJ/mol.



1) An isolated molecule of C4H7NO, computed with ωB97M-V/def2-TZVPD.

Structure (ORCA input):
```
! wB97M-V def2-TZVPD RIJCOSX def2/J DEFGRID3
* xyz 0 1
C 1.6316 -0.5791 -0.0167
N 0.5470 -1.5265 -0.3397
C 0.4086 -0.1657 -0.7537
C -0.3480 0.8091 0.0836
C -1.8234 0.7588 0.2187
O -0.9697 0.2626 1.2434
H 1.7348 -0.3149 1.0448
H 2.5721 -0.6683 -0.5501
H -0.0243 -1.5914 0.5057
H 0.4940 0.1117 -1.8047
H 0.6039 1.3640 0.2066
H -2.4868 1.5793 0.4983
H -2.3399 -0.0394 -0.3363
*
```

As for the SMILES: C1N[C@H]1[C@H]1CO1. As for the HOMO-LUMO gap: 10.489 eV.



2) A structure of composition C4H7NO, computed with ωB97M-V/def2-TZVPD.

Structure (ORCA input):
```
! wB97M-V def2-TZVPD RIJCOSX def2/J DEFGRID3
* xyz 0 1
C -0.8814 -1.1261 -0.1609
C 0.0040 0.0896 0.0385
C 1.4027 -0.0519 -0.5385
O 0.0777 0.9188 1.6775
C -0.5925 1.3722 -0.0180
N -1.1872 2.3120 -0.3427
H -0.4136 -2.0113 0.2780
H -1.8749 -0.9605 0.2538
H -1.0061 -1.3473 -1.2379
H 2.0600 0.6613 -0.0449
H 1.3904 0.2033 -1.6135
H 1.7981 -1.0724 -0.4555
H -0.7772 1.0123 2.1643
*
```

As for the HOMO-LUMO gap: 9.590 eV.



3) An isolated molecule of C4H7NO, computed with ωB97M-V/def2-TZVPD.

Structure (ORCA input):
```
! wB97M-V def2-TZVPD RIJCOSX def2/J DEFGRID3
* xyz 0 1
O 2.4536 -0.7345 -0.3653
N 1.8445 0.4863 -0.0079
C 0.5909 0.3220 -0.0800
C -0.2649 -0.8964 -0.2909
C -1.4841 -0.0364 0.1401
C -0.5791 1.2306 0.2137
H 3.2117 -0.7816 0.2253
H -0.2805 -1.2618 -1.3220
H 0.0138 -1.7289 0.3634
H -2.2934 0.0164 -0.5910
H -1.8992 -0.3310 1.1070
H -0.7773 1.9686 -0.5699
H -0.5359 1.7467 1.1775
*
```

As for the SMILES: ON=C1CCC1. As for the HOMO-LUMO gap: 10.644 eV.



3) ends up most stable, edging out the next structure by 51.0 kJ/mol.



1) An isolated molecule of C4H7NO, computed with ωB97M-V/def2-TZVPD.

Structure (ORCA input):
```
! wB97M-V def2-TZVPD RIJCOSX def2/J DEFGRID3
* xyz 0 1
O 2.5613 -0.7261 -0.2520
N 1.8149 0.4115 0.0327
C 0.5720 0.2025 -0.0067
C -0.3472 -0.9658 -0.2539
C -1.5258 -0.0175 0.1057
C -0.5452 1.1794 0.2513
H 3.4419 -0.3622 -0.1465
H -0.3361 -1.3187 -1.2903
H -0.1889 -1.8225 0.4082
H -2.2734 0.1005 -0.6802
H -2.0233 -0.2793 1.0413
H -0.6405 1.9466 -0.5236
H -0.5218 1.6704 1.2289
*
```

As for the SMILES: ON=C1CCC1. As for the HOMO-LUMO gap: 10.587 eV.



2) An isolated molecule of C4H7NO, computed with ωB97M-V/def2-TZVPD.

Structure (ORCA input):
```
! wB97M-V def2-TZVPD RIJCOSX def2/J DEFGRID3
* xyz 0 1
C -1.8009 0.4161 -0.0992
N -0.3877 0.1631 -0.0523
C 0.3990 -1.0634 -0.0094
C 1.6613 -0.1720 0.0889
C 0.6796 1.0118 0.0469
O 0.7511 2.2168 0.0855
H -2.2832 0.2363 0.8700
H -1.9434 1.4650 -0.3717
H -2.2800 -0.2161 -0.8545
H 0.3205 -1.6687 -0.9203
H 0.2008 -1.6915 0.8670
H 2.2217 -0.2515 1.0232
H 2.3451 -0.2216 -0.7612
*
```

As for the SMILES: CN1CCC1=O. As for the HOMO-LUMO gap: 10.249 eV.



2) ends up most stable, edging out the next structure by 193.9 kJ/mol.



1) A cluster of 2 separate species, C4H7NO in total, computed with ωB97M-V/def2-TZVPD.

Structure (ORCA input):
```
! wB97M-V def2-TZVPD RIJCOSX def2/J DEFGRID3
* xyz 0 1
C 2.0296 0.2012 -0.5675
N 0.6705 -0.1312 -0.9431
C -1.7676 1.0939 1.0850
C -0.1043 -0.6086 -0.0578
C -1.4371 -1.1395 -0.4988
O -2.1024 -1.8996 0.1586
H 2.3970 1.0305 -1.1788
H 2.6556 -0.6695 -0.7971
H 2.1544 0.4441 0.4980
H -1.5229 1.1879 2.1677
H -1.4513 2.0701 0.6642
H 0.1790 -0.7515 0.9985
H -1.7006 -0.8277 -1.5291
*
```

As for the HOMO-LUMO gap (alpha / beta): 8.331 / 8.417 eV.



2) An isolated molecule of C4H7NO, computed with ωB97M-V/def2-TZVPD.

Structure (ORCA input):
```
! wB97M-V def2-TZVPD RIJCOSX def2/J DEFGRID3
* xyz 0 1
O 2.0651 1.2938 -0.1349
C 1.0661 0.3626 -0.3641
C 0.0816 -1.5180 -0.1640
C -1.0203 -0.5401 0.0021
N -0.8035 0.1180 1.2842
C -0.2936 0.7534 0.0444
H 1.6998 2.0537 0.3476
H 1.2819 -0.0746 -1.3259
H 0.0479 -2.3472 0.5584
H 0.2409 -1.8947 -1.1861
H -2.0045 -0.5646 -0.4613
H -1.6488 0.6185 1.5661
H -0.7127 1.7390 -0.1666
*
```

As for the HOMO-LUMO gap: 9.184 eV.



2) ends up most stable, edging out the next structure by 148.6 kJ/mol.